# 1
Below is C51H110Hg2N9O18 as an isolated structure at a distorted geometry, with properties calculated with wB97M-V/def2-TZVPD.

The geometry in XYZ format:
```
190
Properties=species:S:1:pos:R:3:forces:R:3
Hg -2.927 -0.143 0.782 -1.593 0.269 -0.065
Hg 3.834 3.655 -2.678 1.166 0.344 0.996
O -9.101 -1.954 1.979 -1.413 -0.503 -0.233
O -1.430 -1.474 -5.590 1.008 -0.352 -0.761
O -0.843 0.788 1.290 1.134 -0.237 -0.718
O -4.236 -1.771 -0.267 0.231 -0.364 -0.065
O 2.995 2.090 -0.883 0.534 -0.132 -1.183
O 0.897 6.596 1.955 -0.352 0.406 -0.100
O 1.611 4.143 -2.799 -0.895 0.423 -1.014
O -2.608 2.369 -4.437 0.564 -1.483 0.580
O -1.441 -0.908 -0.780 1.408 -0.649 -0.367
O -5.246 0.371 0.956 0.295 0.518 0.069
O -1.582 -4.971 -1.496 0.650 -0.719 0.584
O -8.327 -3.904 0.214 -0.870 -0.531 0.104
O 4.313 5.530 -1.664 -0.681 -1.051 -1.040
O 4.793 -4.107 -0.188 0.167 -0.468 -0.364
O -2.047 1.665 5.340 -0.103 0.016 -0.894
O 2.694 -0.021 -2.670 1.255 -0.163 -0.760
O -2.938 -4.359 2.654 -0.758 -0.525 0.021
O 5.578 -0.114 3.191 -0.543 -0.385 -0.056
N -2.865 1.912 -0.646 -1.196 2.527 -1.472
N -3.315 1.467 2.657 0.560 0.814 1.077
N 1.367 -1.884 -6.057 -0.536 0.613 0.194
N 1.193 6.873 4.855 -0.133 -0.079 -0.368
N 3.099 2.155 -4.216 -1.668 -0.426 0.812
N 1.206 -3.739 0.327 -1.264 -0.058 -0.661
N 4.100 1.893 4.562 1.417 -0.966 0.190
N -3.088 -7.911 -3.129 -0.758 0.086 0.298
N -2.489 -1.740 2.384 0.592 -2.025 1.469
C -6.041 -0.618 0.878 0.814 -0.977 0.146
C 0.878 4.813 -1.816 -0.238 0.389 2.518
C -1.573 2.373 4.206 1.607 0.039 0.064
C -0.021 0.646 0.354 -0.075 0.560 0.042
C 2.178 0.481 4.659 0.776 -1.837 -1.270
C -5.426 -1.906 0.155 -1.210 0.881 0.342
C 2.091 7.190 1.481 -0.158 0.143 0.417
C 2.022 1.286 -0.812 0.214 1.268 1.301
C 1.304 -4.168 -5.273 0.219 -0.706 0.614
C -1.298 -2.651 2.304 0.130 0.519 -0.613
C 2.424 -4.257 -0.256 1.107 0.293 -1.623
C -2.744 3.505 -5.216 0.345 0.901 0.169
C -8.114 -1.820 1.281 1.368 0.751 1.997
C 4.408 4.631 0.634 -0.474 0.295 -0.801
C -2.488 -7.195 -1.989 0.489 0.617 -1.463
C 1.056 1.540 0.152 -0.944 -0.839 -0.233
C -7.576 -2.976 0.472 -0.303 -1.318 -1.297
C -1.937 -5.866 -2.526 0.719 0.332 0.468
C 1.866 5.770 4.078 -1.176 2.126 1.250
C 5.947 -4.266 0.589 -0.178 0.037 0.488
C -1.632 -3.999 2.928 1.338 0.335 0.670
C 4.183 -0.308 3.359 -0.296 0.633 0.785
C 6.007 -0.790 2.045 1.180 -0.657 -0.525
C -2.662 -4.352 -0.836 -0.302 2.150 -1.073
C -3.801 3.537 3.848 0.950 -0.365 0.381
C 6.390 5.730 -0.465 0.673 0.324 -0.590
C -1.404 -8.026 -1.350 -0.333 -0.540 0.917
C -3.240 -5.672 3.111 0.090 -0.015 -0.876
C 2.564 -3.935 -1.756 0.125 1.667 -0.085
C -2.988 1.527 -2.090 1.813 -2.446 0.140
C -2.295 -0.878 -4.684 0.544 1.724 2.100
C 1.040 5.509 2.827 0.529 -1.224 -0.376
C 1.051 1.554 -5.531 -2.193 0.327 0.441
C -2.623 2.657 -3.040 -1.819 0.899 -0.419
C -4.276 0.788 -2.383 -0.940 0.263 -0.519
C -0.746 -2.624 -5.049 -1.620 -0.609 0.132
C -7.262 -0.693 1.495 -0.022 0.127 -1.156
C 0.470 -3.051 -5.842 0.492 1.311 -0.958
C 3.631 -3.772 0.521 -0.292 0.303 0.635
C 4.869 5.689 -0.390 0.383 -0.954 0.354
C 3.718 0.467 4.581 -1.269 1.299 -0.083
C -0.067 -2.060 2.937 1.364 -0.445 1.300
C 0.854 3.205 -3.533 0.115 -1.582 0.178
C -1.097 1.274 6.290 -1.202 -0.363 1.838
C -6.243 -3.011 -0.010 1.481 1.605 0.118
C 0.740 -0.705 -1.686 0.151 -0.421 1.094
C 1.895 4.594 5.030 0.501 -0.688 -1.056
C -2.657 2.703 3.212 -1.572 0.143 -0.061
C -0.268 -0.463 -0.742 -0.809 0.810 0.233
C 1.703 2.591 -4.638 1.869 1.676 -1.741
C 1.893 0.092 -1.740 -1.227 0.021 -0.268
H 2.585 7.747 2.290 0.083 0.013 -0.139
H 1.072 4.365 -0.831 -0.013 -0.364 -0.197
H -1.486 -3.946 4.021 -0.093 0.137 0.106
H -3.405 4.491 4.209 -0.187 -0.085 0.242
H 3.726 0.082 2.451 -0.554 -0.177 -0.107
H -3.670 4.033 -4.969 -0.244 -0.064 -0.351
H -2.795 -1.522 -3.954 -0.292 -0.481 -0.600
H 2.809 6.470 1.072 -0.442 0.321 0.040
H 3.635 -4.204 1.533 0.036 -0.239 -0.134
H 1.606 -4.106 -2.252 0.203 -0.596 -0.071
H 1.194 5.840 -1.638 0.276 0.100 -0.810
H 2.141 -4.392 -5.936 -0.275 -0.023 -0.336
H 0.146 -3.362 -6.841 -0.080 0.012 0.039
H -0.851 -4.693 2.588 -0.346 -0.331 -0.280
H -3.475 3.361 -2.970 0.440 0.436 0.566
H -1.544 -3.388 -5.142 0.601 -0.318 0.648
H -1.677 3.125 -2.766 -0.062 0.112 0.252
H 5.135 4.571 1.442 -0.258 -0.131 0.256
H 2.833 6.202 3.812 0.270 -0.652 0.092
H -2.279 -3.620 -0.132 0.289 -0.443 0.448
H 1.044 2.479 0.692 0.340 -0.147 0.264
H -1.872 -8.947 -0.989 0.110 -0.096 -0.135
H -4.281 0.235 -3.326 0.373 0.616 -0.339
H -3.256 0.760 3.393 0.070 0.124 -0.105
H 0.282 2.074 -6.121 0.132 0.004 0.050
H -1.024 -2.813 1.261 -0.486 0.063 -0.135
H 5.019 1.877 4.116 -0.117 0.637 0.135
H 5.718 -4.817 1.511 -0.004 0.167 0.084
H -1.005 -6.091 -3.061 0.012 0.018 0.043
H -2.435 -8.062 -3.892 0.285 0.056 0.272
H -1.006 -7.549 -0.452 0.123 0.238 -0.185
H 6.358 -3.284 0.843 0.246 -0.219 0.028
H -2.199 3.321 2.429 0.098 -0.481 -0.176
H 0.004 3.711 -3.984 -0.160 -0.123 -0.125
H -4.309 -5.866 3.046 -0.054 0.412 0.007
H -3.087 -3.633 -1.551 -0.587 -0.361 -0.029
H -1.743 -0.193 -4.007 0.463 -0.433 0.037
H 6.140 -1.862 2.240 -0.060 0.115 0.168
H 1.339 7.789 4.438 0.119 -0.195 -0.130
H 0.717 -5.077 -5.115 0.018 -0.009 -0.058
H 0.890 4.307 5.341 -0.084 0.029 -0.220
H -2.503 -1.517 3.389 -0.237 0.421 -0.350
H 4.514 6.665 -0.013 0.154 -0.026 -0.267
H 3.482 2.448 3.990 -0.081 -0.262 -0.303
H 1.821 1.107 5.464 -0.232 0.087 -0.049
H 3.401 4.903 0.973 0.410 -0.319 0.344
H -0.472 -2.468 -3.994 -0.154 0.077 -0.144
H 3.857 -1.333 3.597 0.523 -0.260 -0.682
H -2.659 3.238 -6.264 -0.360 -0.180 -0.091
H -0.576 -8.307 -2.001 -0.074 0.210 -0.224
H -4.640 3.743 3.185 0.162 -0.114 -0.281
H -3.250 -6.957 -1.249 -0.236 -0.281 -0.079
H 0.862 -1.233 -6.662 0.078 -0.278 -0.115
H -4.152 2.894 4.659 -0.225 0.523 0.246
H -2.566 -5.342 -3.261 -0.470 -0.283 0.227
H 1.644 1.029 -6.273 0.605 0.051 0.350
H 6.677 -4.876 0.062 0.001 0.213 -0.333
H -0.536 2.084 6.771 0.357 0.225 -0.717
H -4.564 -0.033 -1.726 0.434 0.453 0.775
H -2.910 -5.835 4.142 0.145 -0.009 -0.103
H 1.769 7.905 0.727 0.184 -0.048 -0.114
H 1.431 4.653 2.248 0.185 -0.002 0.205
H 1.812 -0.554 4.692 -0.082 0.098 0.826
H -0.103 -2.086 4.038 -0.530 0.501 -0.065
H -2.201 0.761 -2.141 0.000 0.154 -0.451
H 3.546 1.801 -5.060 0.369 0.590 0.093
H 6.975 -0.393 1.734 0.073 0.050 0.248
H 2.753 -2.868 -1.963 -0.068 0.018 0.432
H -0.488 0.387 6.104 0.258 0.300 -0.836
H 0.275 -1.084 2.607 -0.649 0.281 -0.143
H 0.833 -2.676 2.805 -0.374 -0.360 -0.564
H 6.879 6.066 0.454 -0.210 -0.093 0.084
H -3.242 -2.444 2.314 -0.221 0.740 -0.267
H 0.192 6.709 4.740 0.090 0.145 0.299
H -5.853 -3.801 -0.637 -0.343 -0.368 0.141
H 4.136 -0.029 5.462 0.105 0.258 0.070
H -7.659 0.110 2.104 0.127 0.115 -0.031
H 1.898 3.471 -5.279 0.114 -0.238 -0.020
H 3.432 -4.404 -2.216 -0.337 -0.553 -0.073
H 1.343 -1.348 -5.181 0.471 -0.314 0.005
H -3.468 -4.925 -0.379 0.314 -0.541 -0.057
H -1.946 4.244 -5.036 0.127 -0.061 0.134
H -3.712 2.484 -0.474 -0.011 -0.755 0.427
H 2.349 3.789 4.451 -0.241 -0.362 0.431
H 1.818 -3.956 -4.331 -0.447 0.402 0.036
H 5.386 -0.730 1.146 -0.552 0.389 0.281
H 0.037 5.199 3.137 -0.086 0.202 -0.026
H 0.720 -1.574 -2.328 -0.345 0.160 -0.235
H -3.785 -7.272 -3.506 -0.116 -0.343 -0.103
H 6.849 4.780 -0.763 -0.370 -0.198 0.248
H -1.032 3.274 4.550 -0.519 0.216 -0.024
H -2.190 2.693 -0.629 0.394 -0.748 0.330
H 0.438 0.855 -4.949 0.433 -0.286 -0.018
H 1.137 -2.721 0.205 0.798 -0.109 0.255
H 0.515 2.386 -2.883 -0.232 0.205 0.233
H -1.736 0.948 7.123 0.107 -0.105 0.008
H 2.895 1.257 -3.698 0.766 0.354 0.531
H 4.240 3.659 0.157 0.503 0.031 0.085
H 2.471 4.719 5.941 0.209 0.408 -0.130
H 0.463 -3.976 -0.350 -0.008 -0.527 0.594
H -2.763 -6.356 2.393 0.129 -0.256 0.509
H -2.945 -0.099 -5.080 -0.371 -0.758 -0.955
H 1.816 0.710 3.648 -0.176 0.949 0.296
H -0.765 1.833 3.682 -0.381 -0.399 0.053
H 2.499 -5.346 -0.332 -0.651 -0.205 1.045
H -5.094 1.519 -2.423 -0.169 -0.184 0.027
H 6.709 6.414 -1.260 -0.210 0.145 0.128
H 3.557 -2.687 0.703 0.055 0.085 -0.312
H -4.306 1.687 2.638 -0.103 -0.402 -0.565
H -0.209 4.804 -1.909 0.043 -0.151 -0.705
```
Forces are in eV/Å.

Values from the calculation:
HOMO = -4.138 eV
Lowest unoccupied orbital energy = 0.7 eV
Orbital gap = 4.85 eV
Energy = -113279.4182 eV
Net charge = -1

# 2
Below is C8H14FINO2S as an isolated structure, with properties calculated with wB97M-V/def2-TZVPD.

The geometry in XYZ format:
```
28
Properties=species:S:1:pos:R:3:forces:R:3
I -0.683 -2.582 2.351 -0.050 0.008 0.029
S -0.507 -2.257 -0.879 0.045 -0.093 0.034
F -1.354 1.400 1.652 0.083 0.039 0.071
O 0.244 0.230 -1.232 -0.025 0.258 0.076
O 2.730 -1.088 -1.396 -0.181 -0.083 -0.060
N -1.670 -0.146 0.014 -0.132 -0.111 -0.070
C -2.000 1.223 0.453 -0.016 -0.123 -0.078
C 3.607 0.111 0.524 0.029 0.099 -0.012
C 1.395 0.684 -0.411 0.016 -0.037 0.033
C -2.581 -1.261 0.344 -0.064 0.120 -0.224
C -1.701 -2.482 0.471 0.101 -0.070 0.162
C 2.383 -0.437 -0.188 0.044 -0.019 0.009
C -1.678 2.342 -0.497 -0.015 0.036 -0.029
C -0.631 -0.554 -0.678 0.046 -0.082 -0.015
H 4.097 0.869 -0.090 0.013 -0.013 0.017
H -2.301 2.264 -1.387 0.036 -0.015 -0.052
H -0.634 2.379 -0.786 -0.023 0.006 0.029
H 1.016 1.079 0.532 -0.020 0.001 -0.032
H -3.246 -1.398 -0.517 -0.089 0.026 0.078
H -3.173 -1.039 1.228 0.150 0.017 0.093
H 1.915 -1.197 0.445 0.006 -0.015 0.018
H 4.313 -0.698 0.696 0.005 -0.009 -0.012
H 3.346 0.552 1.487 -0.006 -0.014 0.004
H 1.817 1.492 -1.006 0.007 -0.010 -0.051
H -2.247 -3.413 0.367 -0.033 -0.003 -0.154
H 2.543 -0.534 -2.162 0.124 0.032 0.064
H -3.072 1.193 0.650 -0.006 0.038 0.085
H -1.929 3.269 0.015 -0.046 0.017 -0.012
```
Forces are in eV/Å.

Values from the calculation:
HOMO = -13.272 eV
Lowest unoccupied orbital energy = -4.1 eV
Orbital gap = 9.18 eV
Energy = -35754.5806 eV
Net charge = +1

# 3
Below is C5H8O as an isolated structure, with properties calculated with wB97M-V/def2-TZVPD.

The geometry in XYZ format:
```
14
Properties=species:S:1:pos:R:3:forces:R:3
O -0.209 -0.474 1.376 -0.116 0.258 0.045
C 1.469 0.654 0.264 -0.258 -0.119 0.284
C -0.914 1.017 -0.582 0.027 0.008 -0.001
C 0.184 0.064 -0.166 -0.304 -0.093 -0.272
C 0.245 -1.207 -0.973 0.039 0.003 -0.018
C 1.246 0.331 1.504 0.256 -0.029 0.277
H -0.649 1.395 -1.573 -0.075 0.000 0.111
H 0.606 -0.934 -1.968 -0.030 -0.111 0.050
H -1.890 0.519 -0.650 0.222 0.042 0.022
H -0.974 1.877 0.095 0.055 -0.161 -0.109
H -0.918 0.089 1.732 0.153 -0.133 -0.050
H 1.585 0.261 2.531 -0.046 0.070 -0.289
H 0.956 -1.907 -0.526 -0.090 0.123 -0.081
H -0.738 -1.685 -1.063 0.168 0.141 0.033
```
Forces are in eV/Å.

Values from the calculation:
HOMO = -8.432 eV
Lowest unoccupied orbital energy = 0.6 eV
Orbital gap = 9.06 eV
Energy = -7357.5485 eV

# 4
Below is C14H22InN2O5S as an isolated structure at a distorted geometry, with properties calculated with wB97M-V/def2-TZVPD.

The geometry in XYZ format:
```
45
Properties=species:S:1:pos:R:3:forces:R:3
In -0.607 -0.506 -2.662 -0.453 -0.136 -0.201
S -5.369 -2.980 -0.265 0.018 -0.074 0.363
O 0.966 -4.067 -1.376 0.731 -0.387 0.323
O 0.770 3.174 0.778 -0.135 0.129 -0.394
O -0.154 0.818 -4.216 -0.244 -0.121 0.234
O -0.510 4.472 1.927 -0.134 0.137 0.021
O 1.828 -3.421 0.634 -0.089 -0.755 -1.013
N 2.438 0.083 -0.205 0.395 0.397 -0.023
N 0.457 3.749 1.791 0.169 -0.112 0.204
C -3.309 -1.500 -1.410 -0.435 0.326 -0.560
C 2.426 2.704 2.809 0.145 -0.153 -0.140
C 1.024 4.146 4.156 -0.083 0.123 0.144
C 1.555 -4.269 -0.196 0.012 1.062 1.011
C -2.836 -0.690 -2.618 0.838 -0.023 0.430
C 0.056 0.399 -0.727 0.362 0.592 0.152
C 0.342 -2.473 -3.110 0.158 0.346 0.527
C 1.483 0.764 -0.718 -0.278 -0.797 0.107
C 3.241 2.482 3.908 -0.037 0.074 0.118
C 2.951 3.085 5.125 -0.008 0.000 -0.017
C 1.845 3.917 5.248 0.083 -0.059 -0.018
C 1.330 3.533 2.956 0.110 -0.046 0.214
C -4.779 -1.876 -1.589 0.152 -0.003 -0.146
C 1.427 -2.903 -2.126 -0.381 0.349 -0.677
H 3.586 2.903 5.982 0.009 0.003 0.010
H -4.883 -2.344 -2.561 -0.128 -0.329 -0.054
H -5.378 -0.972 -1.614 -0.189 0.136 0.092
H 0.766 -2.440 -4.108 -0.040 -0.030 -0.238
H 2.638 2.229 1.860 -0.098 -0.017 -0.036
H 1.620 4.384 6.196 -0.014 0.015 0.011
H 0.786 0.795 -4.386 0.275 0.044 -0.094
H -3.218 -0.873 -0.527 0.229 -0.153 0.360
H 2.309 -3.226 -2.678 0.229 -0.170 0.106
H 1.733 -2.121 -1.445 -0.048 -0.005 0.323
H 1.746 1.684 -1.231 0.125 0.169 -0.132
H -0.159 -0.206 0.151 -0.140 -0.361 -0.039
H -6.163 -3.825 -0.933 0.011 0.142 -0.220
H 4.099 1.832 3.813 0.003 -0.024 -0.031
H -0.515 1.322 -0.634 -0.267 0.046 -0.155
H 0.162 4.789 4.240 -0.048 -0.020 -0.112
H -0.431 -3.236 -3.102 -0.180 -0.141 -0.116
H -3.216 0.325 -2.550 -0.289 0.145 -0.229
H -2.731 -2.412 -1.290 0.157 -0.157 0.208
H 2.065 -0.756 0.239 -0.058 -0.098 0.079
H -3.164 -1.165 -3.539 -0.109 0.069 -0.241
H 1.777 -5.326 0.003 -0.327 -0.135 -0.148
```
Forces are in eV/Å.

Values from the calculation:
HOMO = -4.712 eV
Lowest unoccupied orbital energy = 1.7 eV
Orbital gap = 6.39 eV
Energy = -44098.7660 eV
Net charge = -1

- Look up the lowest unoccupied orbital energy of the first one.
  0.7 eV